Entry 1:
109
Properties=species:S:1:pos:R:3:forces:R:3:mulliken_charge:R:1 method="wB97M-V/def2-TZVPD" total_energy_ha=-2820.67514 max_force_ev_per_a=12.16 homo_energy_ev=-3.094 charge=-2 relative_energy_ev=4.271
O -13.6383 45.9920 -2.4090 0.793 2.352 2.031 -0.644
H -14.3374 46.6507 -2.1562 -0.756 -0.039 -1.335 0.336
H -14.0413 45.1547 -2.0508 -0.432 -1.137 0.008 0.173
H -13.2122 46.2543 -1.4178 -0.121 -1.278 -0.938 0.608
P -14.6607 44.8988 0.3763 1.850 3.644 -3.704 -0.929
O -15.8803 45.7451 0.2300 0.974 0.019 0.431 0.042
O -13.4193 45.8627 0.0758 -2.077 -1.292 1.020 -0.050
O -14.6070 44.1739 -0.9456 0.080 -1.927 -1.121 0.146
O -14.5471 44.1277 1.5818 0.480 -0.618 1.512 -0.031
N -12.8688 44.4776 3.5359 -0.425 -0.871 -0.601 0.908
C -12.6585 43.4664 4.4884 0.704 3.647 -0.610 -0.435
C -11.8176 44.1122 5.3661 1.354 -1.338 1.311 -0.692
C -11.3023 45.3746 4.8367 0.554 0.161 4.748 -0.815
C -12.0806 45.6266 3.7777 -3.221 -1.107 -2.606 -0.201
H -13.5959 44.3691 2.7601 1.946 0.561 1.406 -0.284
H -13.0653 42.4791 4.4038 -0.315 -0.042 0.138 0.381
H -11.6149 43.7141 6.3815 0.445 0.220 -0.924 0.312
H -10.6533 46.0215 5.6093 -1.571 -1.158 -2.568 0.185
H -12.5131 46.4218 3.1443 1.501 0.208 0.561 0.316
N -18.2570 45.6968 0.4494 2.624 0.980 0.594 0.683
C -18.7033 45.5147 1.7604 0.624 0.817 -1.316 0.102
C -20.0740 45.3654 1.5991 -1.401 -1.233 -1.415 -0.781
C -20.4339 45.3894 0.0263 5.653 1.719 4.671 -1.003
C -19.1731 45.7522 -0.5514 -3.217 -2.247 4.700 -0.681
H -17.1445 45.6866 0.3575 -3.206 0.040 -0.190 -0.039
H -17.8155 45.6596 2.6280 -3.174 -0.741 -2.326 -0.043
H -20.7450 45.0364 2.4355 0.478 0.577 -1.106 0.308
H -21.2907 45.0971 -0.4341 -2.424 -0.399 -1.063 0.512
H -18.9394 45.8374 -1.5426 0.808 0.264 -2.238 0.572
N -16.1834 43.3369 3.2978 1.125 -0.133 -0.474 0.448
C -17.2877 42.5775 2.9104 0.456 1.193 1.672 -0.045
C -18.1760 42.6201 3.9104 -1.752 -0.880 5.007 -0.637
C -17.4901 43.4221 5.1338 -2.866 -2.780 -4.067 -0.772
C -16.3423 43.8220 4.6320 -0.063 -1.603 -3.594 -0.772
H -15.3322 43.4786 2.6198 -2.677 -0.145 2.254 -0.125
H -17.4917 42.0675 1.9998 0.687 -0.045 -0.827 0.260
H -19.1228 41.8986 4.0960 2.272 2.104 -0.830 0.160
H -17.8966 43.6308 6.0658 -0.703 0.293 1.372 0.517
H -15.6581 44.4398 5.0628 2.097 1.461 0.869 0.538
N -15.9716 47.5469 1.9518 0.225 -1.557 1.053 1.609
C -16.8586 48.5686 1.8848 -1.724 1.729 -0.854 -0.027
C -16.9010 49.2470 3.0970 4.506 -5.921 -0.557 -1.009
C -15.9250 48.3908 3.9924 -3.296 3.343 -1.804 -1.464
C -15.4731 47.3751 3.2785 -2.670 3.697 -3.966 -0.160
H -15.8522 46.6770 1.3364 -0.836 2.276 0.496 -0.860
H -17.5569 48.8616 0.9454 2.083 -1.140 2.190 -0.041
H -17.4705 50.0397 3.3070 -1.838 2.886 1.046 0.672
H -15.7779 48.7205 4.9515 0.581 0.104 2.287 0.580
H -15.0994 46.4695 3.3374 2.578 -3.925 1.443 0.240
N -16.3248 42.2826 -1.0598 1.867 1.395 1.093 0.551
C -17.6090 42.3694 -0.5706 0.356 -3.032 -1.382 -0.510
C -18.2384 41.0878 -0.6575 11.878 1.942 -1.730 -1.454
C -17.1517 40.1687 -1.1977 -1.022 0.904 0.847 -0.728
C -16.0414 41.0099 -1.3345 1.618 -2.708 -1.386 -0.294
H -15.3171 43.1209 -0.9931 -3.837 -1.153 0.385 0.414
H -17.9332 43.3215 -0.3118 -1.064 1.312 0.568 0.729
H -19.1477 40.9560 -0.6130 -9.029 -1.644 0.882 0.914
H -17.1656 39.0401 -1.3912 -0.119 2.002 0.367 0.246
H -14.9545 40.7281 -1.6777 -2.448 0.484 0.748 0.192
N -12.7650 48.1219 0.6062 -2.609 -4.788 -0.702 0.582
C -13.6006 49.2137 0.5948 1.574 -0.673 -0.546 -0.057
C -12.7330 50.2519 0.8649 2.136 -0.801 1.290 -1.099
C -11.3746 49.6397 1.2140 -0.589 0.158 -0.244 -0.502
C -11.5110 48.2591 0.9994 4.101 2.742 0.585 -0.006
H -13.1343 47.0890 0.4555 0.344 2.594 0.592 0.149
H -14.6882 49.0151 0.3215 1.912 0.847 0.590 0.083
H -12.9959 51.2731 0.9057 -0.093 0.939 0.169 0.452
H -10.3561 49.9711 1.5913 -1.781 0.523 -0.665 0.300
H -10.4230 47.5933 1.0249 -4.246 1.218 -0.242 -0.009
N -13.7260 42.6783 -2.7119 -1.065 -0.430 2.513 0.724
C -12.4224 42.2690 -2.4785 -1.686 0.850 -2.849 -0.601
C -11.9591 41.9779 -3.6946 3.901 -2.099 -6.002 -0.431
C -13.0166 42.0681 -4.7255 0.801 0.161 1.632 -0.545
C -14.1409 42.4481 -4.0168 4.463 -0.129 1.306 -0.970
H -14.1925 43.0391 -1.7885 1.140 -1.113 -3.487 0.016
H -11.8980 42.4001 -1.6069 0.647 0.210 2.041 0.422
H -10.8308 41.6539 -4.2144 -3.199 0.982 2.469 -0.019
H -12.8960 41.9910 -5.8230 -0.164 -0.202 1.021 0.354
H -15.0248 42.6401 -4.4537 -3.263 0.818 -0.559 0.583
N -16.3721 47.1858 -1.8807 0.373 -3.016 1.051 1.001
C -16.6689 46.5470 -3.0566 -0.877 -0.946 0.040 0.058
C -16.8302 47.5126 -3.9952 0.595 2.770 3.530 -0.923
C -16.6673 48.8814 -3.1833 -0.321 -4.498 -3.475 -1.034
C -16.3759 48.5368 -1.9428 -0.469 -2.733 -2.090 -0.533
H -16.3050 46.5489 -1.0793 0.150 1.112 0.321 0.212
H -16.9580 45.3913 -3.0597 1.137 2.777 -0.034 0.231
H -17.1402 47.2456 -4.9339 -0.600 0.271 -2.402 0.580
H -16.8233 49.8207 -3.5328 -0.327 2.475 -1.140 0.545
H -16.4403 49.0562 -1.1013 0.366 2.310 3.377 0.363
N -11.1058 45.3134 -0.5538 -2.232 0.584 3.935 0.759
C -10.1374 44.9517 0.4494 -2.345 0.865 -3.470 -1.243
C -9.0223 44.5702 -0.1428 2.428 -0.628 -4.584 -0.425
C -9.3747 44.7700 -1.6675 0.493 0.110 5.443 -1.053
C -10.6350 45.2096 -1.7879 1.687 -0.791 1.110 -0.280
H -12.1694 45.5326 -0.1842 2.811 -0.754 -0.922 0.136
H -10.4251 45.1421 1.4023 -0.636 0.166 2.867 0.763
H -7.9981 44.1968 0.2110 -1.996 0.747 -0.325 0.303
H -8.9202 44.4052 -2.4542 3.029 -1.604 -3.660 0.558
H -11.0958 45.3157 -2.7245 -1.174 0.335 -0.652 0.468
N -13.6169 41.7771 1.3431 1.059 2.118 -1.532 1.522
C -12.2862 41.6120 1.0013 1.466 1.103 0.440 -0.097
C -12.0659 40.2493 1.1617 -9.912 4.040 1.098 -1.461
C -13.4109 39.5855 1.4582 5.194 2.925 -1.294 -0.972
C -14.2424 40.5876 1.4985 -4.633 3.252 1.593 -0.474
H -14.0119 42.7400 1.2944 0.071 -1.866 0.205 -0.312
H -11.4617 42.6654 0.7081 -2.945 -3.752 1.153 0.031
H -11.2598 39.8581 1.0186 9.051 -4.810 -1.545 0.937
H -13.6543 38.6425 1.6472 -0.549 -3.888 0.574 0.682
H -15.3492 40.6996 1.7977 1.868 -0.719 -0.699 0.106

***

Entry 2:
101
Properties=species:S:1:pos:R:3:forces:R:3:mulliken_spin:R:1 method="wB97M-V/def2-TZVPD" total_energy_ha=-2458.53595 max_force_ev_per_a=1.77 homo_energy_ev="-13.111 / -13.129" spin_multiplicity=2 charge=+2 relative_energy_ev=1.723
Ir -0.0541 0.2318 0.1743 -0.851 -1.546 0.143 0.086
C 3.8609 -0.5368 -1.6485 -0.101 0.055 -0.043 0.001
C 4.5749 -0.9662 -0.5485 0.024 -0.016 0.095 0.000
C 3.9434 -0.9991 0.6884 0.109 0.001 -0.055 0.001
C 2.6256 -0.6048 0.7861 -0.049 -0.034 0.074 0.009
N 1.9173 -0.2148 -0.3061 -0.039 0.316 0.097 0.012
C 2.5321 -0.1752 -1.4866 0.097 0.039 -0.059 0.002
C 1.8918 -0.5531 2.0667 0.145 -0.182 -0.013 0.006
C 2.4236 -0.6954 3.3360 -0.010 -0.064 0.010 0.000
C 1.5834 -0.5532 4.4319 0.054 -0.002 0.014 -0.002
C 0.2393 -0.2639 4.2549 -0.050 0.026 -0.065 -0.002
C -0.2468 -0.1150 2.9650 -0.041 0.058 0.117 -0.001
N 0.5878 -0.2795 1.9294 0.010 0.260 -0.328 -0.006
C -1.6328 0.2005 2.5635 0.090 -0.076 0.154 0.015
C -2.6741 0.3182 3.4611 -0.120 0.020 0.026 0.000
C -3.9686 0.4692 2.9830 0.056 -0.001 0.108 -0.001
C -4.1800 0.4749 1.6182 0.057 0.000 -0.109 0.001
C -3.0852 0.3892 0.7733 -0.154 0.010 -0.076 -0.008
N -1.8378 0.2833 1.2273 0.256 0.242 0.016 -0.007
H 4.3091 -0.4912 -2.6306 -0.007 0.006 -0.003 0.000
H 5.6077 -1.2717 -0.6437 -0.002 -0.002 0.007 0.000
H 4.4778 -1.3288 1.5677 0.005 -0.008 -0.008 0.000
H 1.9360 0.1422 -2.3290 0.011 -0.034 -0.015 0.001
H 3.4735 -0.9093 3.4738 -0.006 0.004 0.007 0.000
H 1.9812 -0.6628 5.4315 0.004 -0.004 0.000 0.000
H -0.4119 -0.1422 5.1079 -0.001 -0.009 -0.003 0.000
H -2.4864 0.2653 4.5238 -0.005 -0.002 -0.003 0.000
H -4.7983 0.5567 3.6709 0.006 -0.005 0.004 0.000
H -5.1732 0.5559 1.2002 0.008 -0.002 -0.012 0.000
H -3.2030 0.4129 -0.3024 -0.018 -0.009 0.026 -0.001
C 3.0489 3.0147 3.9754 0.006 0.008 -0.011 0.004
C 2.0838 3.5882 2.9744 0.001 -0.047 -0.011 -0.050
C 1.7492 4.9486 3.0146 -0.010 -0.020 -0.014 0.262
C 0.8648 5.5133 2.0936 -0.032 0.015 -0.048 -0.051
C 0.5178 6.9767 2.1508 0.009 -0.018 0.012 0.000
C 0.3114 4.7087 1.1159 -0.058 0.109 -0.009 0.104
C 0.6087 3.3214 1.0380 -0.105 -0.111 0.014 0.134
C 1.5080 2.7998 2.0068 0.132 -0.103 0.089 0.080
N 0.0964 2.4685 0.1272 0.236 -0.262 0.019 0.557
C -0.5805 2.9151 -1.1040 -0.062 -0.093 0.036 -0.224
C -2.0252 3.3808 -0.8296 0.010 -0.025 -0.056 0.048
C -2.7396 3.6552 -2.1573 -0.011 -0.010 -0.012 0.002
C -1.9650 4.7216 -2.9369 -0.020 0.019 -0.018 0.002
C -0.5532 4.2171 -3.2480 0.029 -0.018 0.025 -0.003
C -0.6414 2.9325 -4.0744 0.031 -0.016 0.028 0.001
C -1.4030 1.8665 -3.2785 -0.116 -0.067 0.044 0.000
C -2.8173 2.3623 -2.9763 0.008 0.051 0.005 0.000
C -0.6435 1.6490 -1.9640 0.104 0.054 0.043 0.057
C 0.2010 3.9466 -1.9366 0.041 0.048 0.018 0.038
H 3.8503 3.7184 4.1964 0.001 -0.002 -0.005 -0.005
H 3.4995 2.0927 3.6072 -0.011 0.010 0.004 0.001
H 2.5426 2.7934 4.9174 -0.001 0.006 0.001 -0.005
H 2.1958 5.5805 3.7736 -0.004 0.001 -0.001 0.000
H 1.0068 7.4680 2.9892 -0.001 -0.005 -0.002 -0.003
H -0.5583 7.1177 2.2573 0.003 -0.004 -0.001 -0.004
H 0.8281 7.4837 1.2364 0.002 -0.004 0.000 -0.004
H -0.3810 5.1620 0.4264 -0.023 -0.027 -0.011 0.034
H 1.7984 1.7621 1.9312 -0.024 0.152 -0.010 0.079
H -2.0470 4.2696 -0.2014 0.051 0.039 0.002 -0.004
H -2.5491 2.5974 -0.2771 0.004 0.028 0.029 -0.002
H -3.7482 4.0151 -1.9455 -0.001 -0.001 0.014 0.000
H -1.9162 5.6493 -2.3592 -0.007 -0.005 0.003 0.000
H -2.4885 4.9544 -3.8668 0.007 0.003 0.001 0.000
H -0.0070 4.9793 -3.8058 0.006 -0.015 -0.018 0.002
H 0.3602 2.5732 -4.3293 0.001 0.000 0.002 -0.001
H -1.1623 3.1239 -5.0149 0.000 -0.009 0.005 0.000
H -1.4304 0.9286 -3.8342 -0.017 0.023 0.002 0.000
H -3.3846 1.5984 -2.4319 -0.002 0.001 0.000 0.000
H -3.3513 2.5430 -3.9114 0.003 -0.013 0.003 0.000
H 0.3652 1.3163 -2.1992 0.037 0.090 -0.049 0.002
H -1.1985 0.8386 -1.4005 0.002 -0.051 -0.051 0.004
H 0.3507 4.8834 -1.4037 -0.040 -0.021 0.006 0.000
H 1.1966 3.5407 -2.1456 0.006 0.019 0.000 -0.015
C -0.4152 -1.4669 -2.8804 0.192 -0.911 0.337 -0.002
Si -0.1636 -3.0080 -1.8159 -0.058 0.040 0.093 -0.001
C -1.0826 -4.4669 -2.5251 -0.068 -0.021 0.008 -0.006
C 1.6240 -3.5053 -1.5702 0.051 0.020 -0.030 -0.003
C -0.8429 -2.3274 -0.1578 0.672 1.603 0.123 -0.155
Si -1.0075 -3.5098 1.3048 -0.060 -0.033 -0.005 0.006
C -1.2087 -5.2544 0.6552 -0.026 -0.002 0.031 -0.008
C -2.5451 -3.1267 2.3108 0.029 0.062 0.020 -0.001
C 0.4743 -3.6055 2.4523 -0.008 0.022 -0.024 -0.003
H 0.3853 -1.1353 -3.5356 -0.012 0.022 -0.012 0.000
H -0.4457 -0.9618 -1.9228 0.020 1.249 -0.581 0.006
H -1.3892 -1.4157 -3.3641 0.029 -0.044 -0.016 -0.001
H -0.7782 -4.5466 -3.5726 -0.014 -0.005 -0.008 -0.001
H -2.1656 -4.3295 -2.5118 0.003 0.003 0.002 0.000
H -0.8513 -5.4139 -2.0402 0.007 0.038 -0.028 0.000
H 2.0047 -4.0083 -2.4617 0.011 -0.011 0.003 0.000
H 1.6887 -4.2169 -0.7423 0.004 -0.022 -0.018 0.000
H 2.2970 -2.6765 -1.3453 -0.085 -0.093 0.018 0.001
H -1.7411 -1.7223 -0.3197 -0.321 -0.645 -0.135 0.017
H -2.0086 -5.3568 -0.0778 -0.010 0.001 0.038 0.000
H -1.4557 -5.8985 1.5034 0.015 -0.006 0.007 -0.001
H -0.2868 -5.6418 0.2159 -0.027 0.012 -0.021 0.000
H -3.4050 -2.9210 1.6685 0.004 -0.018 0.001 0.000
H -2.4225 -2.2863 2.9939 0.001 0.020 0.014 0.000
H -2.7943 -3.9960 2.9235 -0.013 -0.005 -0.008 0.000
H 1.3440 -4.0310 1.9459 0.008 0.019 -0.013 0.000
H 0.2114 -4.2823 3.2697 0.030 -0.047 -0.022 0.000
H 0.7728 -2.6646 2.9059 -0.043 -0.024 0.043 0.001